Formula: C30H26Br2Cl5LuO
Source: the OMol25 dataset
Level of theory: ωB97M-V/def2-TZVPD

Each line ends with the natural charge from an NBO analysis.
Atoms and positions in Å:
Lu1 -0.8705 -0.3481 0.5574  1.782
Cl1 -1.7631 -0.6883 3.1404  0.045
C1 -0.0617 -0.2976 3.4573  0.054
C2 0.7067 -0.0773 2.3311  -0.567
C3 2.0465 0.1763 2.6090  -0.032
Cl2 3.1577 0.4307 1.2943  0.022
C4 2.5615 0.2140 3.9058  -0.094
Cl3 4.2338 0.5068 4.1823  0.058
C5 1.7136 0.0026 4.9958  -0.076
Cl4 2.3244 0.0498 6.6006  0.065
C6 0.3692 -0.2618 4.7728  -0.144
Cl5 -0.7148 -0.5421 6.0797  0.055
Br1 0.6774 1.5366 -1.0234  0.138
C7 -0.4715 2.9883 -0.4706  -0.041
C8 0.0856 4.2262 -0.5235  -0.256
C9 -0.7318 5.3474 -0.2670  -0.199
C10 -2.0596 5.1712 -0.0125  -0.176
C11 -2.6325 3.8750 0.0384  -0.082
C12 -4.0185 3.7032 0.2727  -0.182
C13 -4.5505 2.4511 0.3352  -0.212
C14 -3.7115 1.3190 0.2108  -0.214
C15 -2.3529 1.3891 -0.0074  -0.585
C16 -1.8242 2.7155 -0.1395  -0.030
H1 1.1289 4.3523 -0.7829  0.231
H2 -0.2968 6.3385 -0.2973  0.219
H3 -2.7070 6.0271 0.1486  0.214
H4 -4.6425 4.5833 0.3947  0.210
H5 -5.6149 2.3194 0.5011  0.212
H6 -4.1885 0.3500 0.3267  0.190
C17 -2.8651 -7.7978 -1.1184  -0.596
C18 -1.9703 -7.5172 0.0981  -0.076
C19 -0.8032 -8.5069 0.0812  -0.606
C20 -2.7760 -7.7419 1.3885  -0.597
C21 -1.4929 -6.0659 0.0393  -0.054
C22 -2.4245 -5.0327 0.1038  -0.181
C23 -1.9717 -3.7425 0.0226  -0.139
Br2 -3.2216 -2.2890 0.1394  0.116
C24 -0.6314 -3.3545 -0.1308  0.340
O1 -0.3792 -2.0490 -0.2635  -0.930
C25 0.3187 -4.3882 -0.1573  -0.083
C26 -0.1596 -5.7028 -0.0839  -0.142
C27 1.8474 -4.2184 -0.2734  -0.072
C28 2.3295 -4.8799 -1.5745  -0.596
C29 2.3386 -2.7698 -0.2779  -0.587
C30 2.5173 -4.9068 0.9312  -0.596
H7 -3.1849 -8.8446 -1.1229  0.208
H8 -2.3259 -7.5985 -2.0480  0.213
H9 -3.7611 -7.1715 -1.1060  0.206
H10 -1.1932 -9.5251 0.1362  0.213
H11 -0.1379 -8.3560 0.9357  0.211
H12 -0.2180 -8.4247 -0.8383  0.210
H13 -3.0365 -8.7996 1.4934  0.209
H14 -3.7072 -7.1694 1.3873  0.205
H15 -2.1941 -7.4425 2.2641  0.214
H16 -3.4843 -5.2268 0.2200  0.218
H17 0.5778 -6.4919 -0.1270  0.206
H18 1.8649 -4.4025 -2.4412  0.213
H19 2.0893 -5.9447 -1.6058  0.204
H20 3.4142 -4.7750 -1.6656  0.208
H21 1.9757 -2.2140 -1.1406  0.214
H22 3.4312 -2.7743 -0.3138  0.205
H23 2.0383 -2.2447 0.6277  0.212
H24 2.3301 -5.9814 0.9542  0.203
H25 2.1500 -4.4794 1.8674  0.213
H26 3.5993 -4.7565 0.8882  0.209

The HOMO-LUMO gap is 8.58 eV. For the relative energy (zero: lowest compared OMol25 entry of this formula, charge and spin), the calculation gives 0.0771 eV. The value obtained for the highest occupied orbital energy is -8.30 eV. The charge is 0. The value obtained for the LUMO energy is 0.281 eV.


Formula: C4H5NO2
Source: the OMol25 dataset
Level of theory: ωB97M-V/def2-TZVPD

Each line ends with the natural charge from an NBO analysis.
Atoms and positions in Å:
O1 1.8966 -0.1427 1.9608  -0.458
C1 2.0660 0.0387 0.7879  0.349
C2 0.9511 0.2939 -0.2209  0.566
O2 1.2736 0.5045 -1.3663  -0.531
N1 -0.3419 0.4071 0.2681  -0.438
C3 -1.2996 -0.6913 0.2524  -0.221
C4 -1.4149 0.4347 -0.7017  -0.248
H1 3.0640 0.0644 0.3135  0.132
H2 -1.9585 -0.7493 1.1115  0.214
H3 -0.9518 -1.6405 -0.1451  0.203
H4 -1.1406 0.2641 -1.7387  0.221
H5 -2.1442 1.2165 -0.5216  0.212

As for the SMILES: O=CC(=O)N1CC1. The HOMO-LUMO gap is 9.74 eV. For the relative energy (zero: lowest compared OMol25 entry of this formula, charge and spin), the calculation gives 2.0335 eV. The value obtained for the highest occupied orbital energy is -10.03 eV. The charge is 0. The value obtained for the LUMO energy is -0.290 eV.


Formula: C12H19N2
Source: the OMol25 dataset
Level of theory: ωB97M-V/def2-TZVPD

Each line ends with the natural charge from an NBO analysis.
Atoms and positions in Å:
C1 1.9024 0.7223 -1.6424  0.329
C2 2.8146 1.9117 -1.7876  -0.405
C3 1.6858 1.6566 -2.7990  -0.408
C4 0.7676 -3.4285 0.5107  -0.398
C5 0.1566 -2.5679 1.6051  -0.443
C6 1.5896 -2.6296 -0.4372  -0.511
C7 -0.8248 1.8429 0.3546  -0.429
C8 -2.0735 1.0784 0.1440  -0.223
C9 -0.2375 -1.2302 0.9444  0.070
C10 -1.3220 0.9210 1.4504  -0.055
C11 1.2790 -1.2282 -0.2956  0.360
C12 -3.5444 1.5575 0.2386  -0.616
N1 1.5526 -0.2074 -0.9090  -0.295
N2 -0.7829 -0.3144 1.8432  -0.567
H1 2.7035 2.6218 -1.1083  0.235
H2 3.8459 1.7506 -2.0786  0.248
H3 1.8190 1.2102 -3.6861  0.245
H4 0.9379 2.4793 -2.6648  0.261
H5 1.2998 -4.4131 0.7562  0.257
H6 -0.2399 -3.7402 -0.0282  0.207
H7 -0.7109 -3.0624 2.0637  0.251
H8 1.0042 -2.3761 2.3124  0.214
H9 2.6593 -2.5289 -0.2723  0.266
H10 1.5036 -3.1371 -1.4706  0.274
H11 -0.0818 1.3903 -0.1392  0.194
H12 -0.9331 2.9783 0.5458  0.245
H13 -1.9171 0.0535 -0.3291  0.194
H14 -0.8863 -1.3839 0.0969  0.192
H15 -1.7450 1.4850 2.3596  0.225
H16 -4.1706 0.7123 0.4986  0.235
H17 -3.7589 2.3006 -0.6180  0.230
H18 -3.6324 2.2448 1.1121  0.211
H19 -0.5082 -0.4596 2.7748  0.406

The HOMO-LUMO gap (alpha / beta) is 8.02 / 8.02 eV. For the relative energy (zero: lowest compared OMol25 entry of this formula, charge and spin), the calculation gives 7.5303 eV. The value obtained for the highest occupied orbital energy (alpha / beta) is -11.49 / -11.49 eV. The charge is +1. The value obtained for the LUMO energy (alpha / beta) is -3.469 / -3.469 eV.


Formula: C2H2CuLi2O2
Source: the OMol25 dataset
Level of theory: ωB97M-V/def2-TZVPD

Each line ends with the natural charge from an NBO analysis.
Atoms and positions in Å:
O1 1.3153 0.8864 0.3031  -1.069
C1 0.1865 0.6799 -0.3949  -0.027
C2 -0.9510 0.1414 0.1363  0.022
Li1 2.6933 1.2754 1.8081  0.880
Cu1 1.3265 -1.3201 0.7495  0.070
H1 0.3009 0.6272 -1.4924  0.109
H2 -1.0260 0.1959 1.2430  0.113
Li2 -2.1794 -1.6633 -1.9301  0.956
O2 -1.6662 -0.8229 -0.4226  -1.054

The HOMO-LUMO gap (alpha / beta) is 4.29 / 4.41 eV. For the relative energy (zero: lowest compared OMol25 entry of this formula, charge and spin), the calculation gives 0.0000 eV. The value obtained for the highest occupied orbital energy (alpha / beta) is -5.05 / -5.18 eV. The charge is 0. Its spin multiplicity is 2. The value obtained for the LUMO energy (alpha / beta) is -0.756 / -0.770 eV.


Formula: C5H25NO9
Source: the OMol25 dataset
Level of theory: ωB97M-V/def2-TZVPD

Each line ends with the natural charge from an NBO analysis.
Atoms and positions in Å:
O1 1.9600 1.0652 0.0582  -0.646
C1 1.1512 0.8766 0.9520  0.721
N1 -0.1592 0.5262 0.6181  -0.696
C2 -1.3147 1.0466 1.1882  0.065
O2 -1.4644 2.3798 0.8797  -0.761
C3 1.5872 0.7879 2.4405  -0.500
C4 1.7374 -0.5921 2.8513  -0.402
C5 0.4794 -1.1677 3.5866  -0.599
H1 -0.3167 0.1667 -0.4107  0.388
H2 -2.1776 0.5210 0.6384  0.210
H3 -1.4020 0.7307 2.3150  0.155
H4 -1.5171 2.5515 -0.0656  0.501
H5 2.4712 1.3351 2.4237  0.228
H6 0.7470 1.2344 2.9275  0.213
H7 2.5182 -0.8241 3.4299  0.199
H8 1.9742 -1.2306 1.9761  0.215
H9 0.8128 -1.2479 4.6058  0.196
H10 0.1190 -2.1199 3.1591  0.206
H11 -0.3592 -0.6155 3.5454  0.197
H12 -1.6045 -4.1946 -1.2112  0.442
H13 -2.7155 -3.2516 -1.3028  0.446
O3 -2.3060 -3.8447 -0.7633  -0.998
H14 3.6354 -1.5854 -1.7821  0.476
H15 4.3463 -0.4893 -1.0370  0.470
O4 4.4271 -1.0714 -1.7335  -0.957
H16 0.1150 -2.8104 -0.5404  0.445
H17 0.9295 -3.2618 0.6093  0.451
O5 1.0686 -2.7845 -0.2713  -1.016
H18 -2.1319 1.1506 -3.8177  0.436
H19 -0.9879 0.3909 -3.0810  0.492
O6 -1.8332 0.8520 -3.0383  -1.185
H20 -1.4494 3.3296 -3.1526  0.422
H21 -0.3541 3.3768 -2.1923  0.453
O7 -1.3483 3.3857 -2.1429  -1.040
H22 -3.5207 1.9670 -0.9610  0.461
H23 -2.9491 0.7498 -1.6851  0.500
O8 -3.5812 1.0428 -0.9944  -0.999
H24 1.1820 0.0984 -2.0465  0.476
H25 1.4253 1.0703 -3.1373  0.452
O9 0.8061 0.4558 -2.8380  -1.116

The HOMO-LUMO gap (alpha / beta) is 2.51 / 9.63 eV. For the relative energy (zero: lowest compared OMol25 entry of this formula, charge and spin), the calculation gives 0.0000 eV. The value obtained for the highest occupied orbital energy (alpha / beta) is 0.23 / -6.90 eV. The charge is -1. Its spin multiplicity is 2. The value obtained for the LUMO energy (alpha / beta) is 2.738 / 2.733 eV.


Formula: C13H37NO2S2Ta
Source: the OMol25 dataset
Level of theory: ωB97M-V/def2-TZVPD

Each line ends with the natural charge from an NBO analysis.
Atoms and positions in Å:
N1 3.7504 -4.4786 -0.5515  -1.272
Ta1 2.8843 -2.9087 -1.7574  1.825
S1 1.9312 -1.7319 0.2667  -0.552
C1 1.0847 -4.2831 -2.2080  -1.274
S2 -0.5107 -4.2728 -1.5172  2.082
O1 -0.7032 -3.4956 -0.3331  -0.963
O2 -1.4458 -4.0489 -2.5685  -0.990
H1 4.0183 -5.2506 -1.1575  0.364
H2 3.0253 -4.8710 0.0454  0.362
H3 4.3767 -1.8680 -1.4770  -0.365
H4 2.1867 -1.5935 -2.8746  -0.420
H5 3.7733 -3.5374 -3.2472  -0.380
H6 0.9284 -1.0839 -0.3104  0.156
H7 1.4581 -5.2894 -2.0829  0.242
H8 0.8999 -4.2086 -3.2683  0.272
H9 -0.6817 -5.5597 -1.1517  -0.082
C2 0.2868 4.9402 -0.7459  -0.608
C3 0.4977 3.5893 -1.4257  -0.398
C4 0.8242 2.4611 -0.4509  -0.401
C5 2.1169 2.6430 0.3433  -0.400
C6 3.3765 2.8119 -0.5058  -0.395
C7 3.6622 1.5969 -1.3854  -0.617
H10 1.1890 5.2783 -0.2343  0.199
H11 0.0179 5.7060 -1.4758  0.200
H12 -0.5179 4.8829 -0.0094  0.197
H13 1.2856 3.6761 -2.1784  0.195
H14 -0.4128 3.3214 -1.9686  0.199
H15 0.8695 1.5187 -1.0024  0.216
H16 -0.0052 2.3552 0.2571  0.195
H17 2.2441 1.7699 0.9895  0.216
H18 2.0194 3.5039 1.0138  0.186
H19 4.2231 2.9743 0.1672  0.193
H20 3.3041 3.7130 -1.1246  0.180
H21 3.7600 0.6995 -0.7751  0.233
H22 4.5904 1.7293 -1.9435  0.201
H23 2.8658 1.4223 -2.1092  0.206
C8 -2.3541 0.1783 -0.3293  -0.616
C9 -3.0431 0.9749 0.7737  -0.397
C10 -2.3913 0.7735 2.1407  -0.396
C11 -2.4160 -0.6675 2.6529  -0.403
C12 -3.8083 -1.2829 2.7682  -0.397
C13 -4.7190 -0.5550 3.7551  -0.609
H24 -2.4086 -0.8954 -0.1494  0.221
H25 -2.8115 0.3717 -1.3003  0.205
H26 -1.2997 0.4517 -0.3926  0.206
H27 -4.1043 0.7101 0.8134  0.187
H28 -3.0062 2.0407 0.5271  0.193
H29 -2.8743 1.4344 2.8682  0.188
H30 -1.3477 1.0989 2.0867  0.205
H31 -1.9331 -0.6951 3.6352  0.194
H32 -1.8051 -1.2971 2.0021  0.226
H33 -3.6984 -2.3215 3.0883  0.201
H34 -4.2858 -1.3180 1.7859  0.196
H35 -4.2753 -0.5371 4.7530  0.196
H36 -5.6880 -1.0517 3.8295  0.201
H37 -4.9031 0.4759 3.4491  0.198

The HOMO-LUMO gap is 7.91 eV. The value obtained for the highest occupied orbital energy is -5.23 eV. The charge is -1. The value obtained for the LUMO energy is 2.678 eV.


no.,maximum force (hartree/bohr),DFT total energy (eV)
1,0.0360,-269899.395
2,0.0087,-9812.281
3,0.1110,-15719.638
4,0.0521,-51247.781
5,0.1032,-25506.045
6,0.0597,-42886.610